The following is a DFT calculation (ωB97M-V with the def2-TZVPD basis set) of a 21-piece molecular cluster, C63H126O21 overall.

Values from the calculation:
Kohn-Sham gap (eV): 9.626
Energy relative to the best compared isomer or geometry (same formula, charge and spin) (kcal per mole): 0.0
Highest occupied orbital energy (eV): -9.267
E (eV): -110369.633
Molar mass (g/mol): 1219.7
Spin multiplicity: 1

XYZ file:
```
210
Properties=species:S:1:pos:R:3:forces:R:3
O 2.301 2.516 4.909 -1.13 -0.03 -0.07
O -2.288 4.629 -4.245 1.59 -0.83 0.48
O 6.086 2.324 -3.039 0.36 0.09 0.68
O 6.054 -3.084 -8.150 -1.28 -0.87 -0.46
O -2.141 -1.502 3.399 -0.06 -0.13 0.19
O -5.998 0.995 0.845 0.57 0.21 -0.16
O -0.273 -6.511 2.681 -2.42 -0.25 -1.16
O 6.272 -1.855 -1.938 -0.30 0.50 1.27
O 1.023 1.695 -1.499 0.24 1.18 -1.41
O -4.901 -3.145 2.429 0.23 -0.39 -0.91
O 0.804 3.411 1.889 1.51 1.55 -0.57
O 0.771 -3.856 -0.806 0.50 -0.13 -0.05
O -3.719 0.758 -2.369 1.01 -0.88 0.12
O -0.293 -3.695 -5.039 0.99 1.46 -0.91
O -2.884 -3.527 -1.987 -1.03 -0.49 -0.33
O 4.985 -1.332 5.376 0.60 0.28 -0.26
O -3.490 -0.172 7.218 -0.48 -0.86 -0.18
O -1.904 7.124 1.112 -0.08 -0.57 0.86
O 3.477 -1.257 2.482 -1.83 -1.03 -0.10
O 4.141 -0.744 -4.584 0.54 -1.04 -0.06
O -4.489 5.491 -0.297 -0.02 1.83 -0.39
C -5.873 1.628 -2.608 -0.61 -0.22 0.62
C -0.423 4.582 -2.730 -0.35 -0.96 1.83
C -2.411 -7.663 2.767 -0.56 2.88 0.33
C -4.763 -1.742 5.906 0.43 -0.59 1.62
C 0.577 1.123 -0.558 -0.02 -1.69 2.28
C 2.947 1.176 -3.909 0.04 -0.24 0.17
C 0.144 -1.993 2.827 -1.28 -2.13 1.76
C 3.914 -1.839 5.594 0.18 0.89 0.34
C 0.301 3.748 5.290 -0.84 0.22 0.68
C 6.572 -2.026 -3.085 0.50 -0.57 -0.91
C 3.762 -3.324 5.535 -1.29 0.33 0.39
C 6.126 -3.261 -3.838 0.59 1.23 0.06
C 1.729 4.166 1.535 -1.43 -1.27 -0.58
C 3.075 -0.278 -4.289 -1.12 1.56 -0.18
C 2.737 -1.005 6.033 -0.08 -1.30 1.19
C 5.832 -1.237 2.325 0.48 2.09 1.48
C 2.441 -3.900 -2.473 0.18 0.00 -0.33
C 0.250 1.478 4.172 0.79 0.33 0.67
C -1.254 -2.329 3.475 1.15 2.41 -0.72
C -3.848 3.053 -1.877 0.11 0.05 -1.83
C -6.866 -1.871 2.298 0.42 0.85 -0.24
C 1.578 5.005 0.252 1.54 -1.26 0.63
C -2.681 -3.648 -5.370 0.48 -0.41 -0.61
C 4.876 2.444 -0.984 1.23 0.62 0.08
C -1.882 -5.845 0.939 1.48 -0.56 1.38
C -5.002 7.695 0.563 -0.13 -2.18 -0.07
C 1.968 -3.868 -1.061 -0.49 0.23 0.98
C -5.481 2.789 2.231 0.64 0.09 0.43
C -1.172 -1.947 -2.142 -0.80 0.61 0.31
C -1.364 -5.327 -3.876 -0.93 -0.66 -0.14
C -3.929 0.664 5.139 -0.87 0.48 -0.03
C 7.232 1.333 -1.215 -0.14 0.92 -0.10
C -2.348 -2.420 0.041 -1.24 0.34 0.28
C 3.038 4.203 2.264 -0.13 0.75 0.79
C -0.509 3.017 -4.752 -1.02 0.66 -0.09
C -5.776 -2.728 1.695 -0.28 0.64 1.65
C -1.805 6.418 2.098 0.73 -0.33 -0.26
C -0.862 1.192 -0.101 0.71 1.01 0.17
C -4.037 -0.428 6.155 0.96 0.11 1.46
C -2.429 4.962 2.139 0.02 2.36 1.80
C -4.484 6.701 -0.535 -0.33 -0.75 1.66
C 6.109 2.098 -1.842 -1.61 -0.11 -0.54
C 4.453 -4.728 -9.018 0.40 1.54 -0.01
C -2.266 -2.663 -1.420 0.76 -0.19 0.03
C 4.348 0.910 2.699 0.54 -0.84 -0.75
C -4.400 1.746 -2.281 -1.16 -0.20 -0.68
C -1.402 -6.656 2.184 1.47 0.54 0.50
C -5.113 1.668 1.355 -0.74 -1.98 -0.26
C 7.435 -1.059 -3.881 -2.34 0.36 -0.79
C -3.659 1.337 1.140 -0.34 0.81 -0.77
C -0.996 6.846 3.361 -1.29 -0.94 -0.12
C -1.451 -3.635 4.141 2.24 0.09 1.25
C 2.961 -3.813 0.103 0.20 -0.53 -0.40
C 4.449 -0.570 2.516 2.35 -0.17 0.54
C 1.488 0.220 0.319 -0.18 0.32 -1.78
C -1.207 4.137 -3.921 -0.34 0.40 -1.28
C -4.043 7.251 -1.875 -0.19 -0.15 0.56
C -1.379 -4.126 -4.778 -0.58 -0.76 0.83
C 1.080 2.569 4.811 1.46 -0.45 0.13
C 1.718 -0.930 -4.359 0.76 -0.86 -1.08
C 3.825 -2.788 -7.404 -0.72 1.10 -0.97
C -5.980 -2.910 0.245 0.04 0.53 -1.39
C 4.898 -3.490 -8.193 0.68 0.22 0.60
H 0.898 -2.218 3.577 0.23 0.13 0.15
H -6.870 -0.904 1.790 -0.01 -0.01 -0.12
H 1.677 -1.804 -5.002 0.21 -0.12 -0.19
H -0.659 3.736 4.745 0.44 0.63 -0.03
H 2.238 1.306 -3.086 0.31 0.00 -0.11
H 3.312 -2.789 0.324 -0.25 -0.37 -0.22
H 3.388 5.246 2.230 0.38 -0.41 -0.22
H -5.930 8.152 0.191 0.24 -0.01 0.39
H 2.719 -3.586 5.446 -0.50 -0.17 0.10
H -6.695 -1.666 3.339 0.15 -0.21 0.51
H -3.352 0.511 1.757 0.03 -0.44 0.47
H 1.882 -1.313 5.461 -0.51 0.49 -0.88
H 3.934 1.562 -3.685 0.05 0.35 -0.01
H 7.327 1.511 -0.134 0.51 0.36 -0.50
H 4.208 -2.002 -6.729 -0.01 -0.73 -0.09
H -2.809 -2.586 -5.486 0.52 0.44 -0.22
H -6.001 -1.902 -0.249 -0.25 -0.68 0.57
H -2.874 0.851 4.902 -0.36 -0.13 -0.03
H 2.447 -4.222 0.973 0.05 0.22 0.03
H 8.433 -1.345 -3.821 1.87 -0.79 -0.04
H -1.563 1.400 -0.909 0.13 -0.17 0.02
H 1.290 0.359 1.351 -0.32 0.03 0.98
H 4.551 1.246 3.686 0.14 0.04 1.01
H -6.167 0.570 -2.628 0.24 0.30 -0.08
H -4.295 -2.581 6.463 0.10 0.79 0.15
H -1.100 -6.195 -4.508 0.09 0.27 0.36
H 5.091 1.326 2.047 0.38 0.66 -0.44
H 0.317 -2.752 2.083 0.18 -0.16 -0.74
H -2.776 -1.403 0.175 0.23 -0.51 0.18
H -0.800 -1.145 -1.525 0.18 0.48 0.02
H -0.595 3.803 -1.889 0.29 1.25 -1.25
H -2.310 -5.537 -3.383 -0.05 0.04 -0.08
H 2.765 -4.890 -2.776 0.24 -0.37 0.28
H -4.498 3.574 -1.226 -0.35 0.46 0.86
H -4.365 1.565 5.644 0.41 -0.61 -0.63
H -1.800 6.831 4.162 1.32 -0.12 -0.40
H -1.281 2.613 -5.423 0.30 -0.10 0.22
H 3.560 -4.471 -9.607 0.25 -0.07 0.18
H 3.171 -2.224 -8.141 0.55 -0.73 0.63
H 0.810 0.548 4.109 0.09 0.06 -0.17
H -1.842 -6.540 0.114 -0.16 -0.22 -0.47
H -3.500 1.053 0.085 -0.09 0.14 0.54
H -1.353 -2.439 0.445 0.58 0.14 0.28
H -6.230 2.107 -3.512 0.46 0.17 -0.41
H -1.921 -3.550 5.159 0.74 -0.18 -1.02
H 5.297 -4.889 -9.677 -0.02 -0.59 -0.19
H -2.572 -7.409 3.843 0.57 -0.70 -0.63
H 2.500 1.690 -4.766 0.18 0.06 -0.04
H 5.487 -2.827 -4.584 -0.56 -0.25 -0.67
H -4.503 0.393 4.265 0.02 0.26 -0.54
H -2.110 -8.644 2.538 0.38 -1.35 0.15
H 8.046 1.560 -1.904 0.61 -0.11 0.80
H -1.528 -1.567 -3.101 0.41 -0.30 -0.04
H 3.176 -3.521 -6.927 -0.04 0.13 0.25
H -3.490 8.205 -1.770 -0.62 -0.42 -0.17
H 1.227 -0.826 0.023 0.47 0.56 0.35
H -2.891 -5.493 1.069 -0.40 0.18 0.04
H -0.429 -2.724 -2.128 0.63 -0.13 -0.76
H -0.626 1.325 4.793 -0.42 -0.04 -0.28
H 0.264 -1.003 2.483 -0.29 0.89 -0.44
H -7.846 -2.276 2.158 -0.66 -0.48 -0.11
H 2.915 0.073 6.142 -0.08 -0.51 -0.26
H 2.263 5.877 0.257 -0.74 -0.38 -0.14
H -2.721 -4.153 -6.344 -0.10 0.31 -0.09
H -2.093 -4.090 3.487 -2.28 -1.45 -1.40
H -3.373 -7.434 2.310 -0.09 -0.38 -0.18
H 0.994 -0.219 -4.725 -0.33 0.25 0.21
H -0.867 2.025 0.633 -0.08 -0.22 -0.40
H -3.403 6.499 -2.323 0.06 -0.04 -0.27
H 1.651 -3.658 -3.172 -0.31 0.24 -0.01
H -0.520 7.822 3.324 -0.32 0.12 -0.35
H 2.849 3.990 3.324 0.17 -0.27 -0.33
H 4.162 1.653 -1.133 -0.39 -0.45 0.02
H 2.421 -1.495 6.985 0.39 0.70 -0.02
H 3.796 3.492 1.887 -0.46 0.46 -0.05
H -1.167 -5.039 0.743 -0.23 -0.10 0.00
H -5.114 7.145 1.548 -0.38 0.41 -1.37
H 7.022 0.290 -1.299 -0.35 -0.97 -0.23
H -4.255 8.413 0.777 0.72 1.11 -0.21
H 6.189 -0.982 1.341 0.09 -0.17 -0.62
H -2.842 2.889 -1.518 0.15 0.39 0.23
H -4.976 7.322 -2.469 0.60 0.36 0.07
H -0.524 -4.256 4.007 -0.73 0.53 0.98
H 6.632 -0.818 3.039 -1.37 -0.60 -0.83
H 0.293 3.438 -5.403 -0.40 -0.20 0.75
H -2.489 4.642 1.132 -0.50 -0.48 -0.86
H 3.288 -3.239 -2.606 0.25 0.20 -0.06
H -0.195 6.089 3.525 -0.81 0.32 0.22
H -3.074 2.218 1.405 0.26 -0.13 -0.11
H 7.095 -1.059 -4.945 0.42 0.03 0.78
H -3.828 3.668 -2.817 0.17 -0.37 0.80
H -2.965 -3.173 0.544 0.06 0.37 -0.09
H -5.256 3.636 1.593 -0.12 0.81 0.27
H -5.791 -1.753 6.302 0.20 0.41 -0.47
H -0.590 5.583 -2.358 -0.95 0.19 0.05
H 5.717 -2.287 2.472 0.06 -0.70 -0.06
H -4.690 -2.089 4.913 -0.37 0.08 -1.52
H -3.416 5.053 2.685 0.84 -0.23 -0.93
H 0.544 5.174 0.068 -0.73 0.61 -0.09
H -6.449 2.111 -1.823 -0.08 0.03 0.28
H 5.217 2.452 0.070 -0.62 0.28 -0.45
H 3.848 -4.445 -0.093 -0.31 0.40 -0.05
H 0.053 1.915 3.193 -0.48 -0.45 -0.06
H -0.618 -5.141 -3.119 0.34 -0.20 0.16
H 7.379 -0.052 -3.491 -0.27 0.16 0.04
H 0.871 4.704 5.266 -0.53 -0.76 -0.08
H 4.226 -3.696 4.663 0.94 -0.49 -0.74
H -3.526 -3.980 -4.824 -0.67 -0.53 0.75
H 2.547 0.478 0.141 -0.49 -0.41 -0.15
H 6.983 -3.693 -4.318 0.42 -0.32 -0.46
H -0.124 2.244 -4.073 0.07 0.24 -0.28
H 4.206 -5.585 -8.397 0.19 0.00 0.12
H -6.518 2.709 2.499 -0.45 0.22 -0.05
H 4.125 -3.769 6.452 0.35 -0.15 0.09
H -5.255 -3.469 -0.336 0.23 -0.42 0.35
H -0.037 3.541 6.336 0.52 0.17 -0.53
H -6.980 -3.354 0.153 0.19 0.12 -0.30
H 4.406 3.389 -1.331 0.43 -0.56 0.39
H -1.118 0.321 0.475 -0.25 -0.53 0.06
H 0.630 4.602 -2.900 0.88 -0.61 -0.45
H 1.471 -1.298 -3.392 -0.50 0.00 1.04
H 3.361 1.167 2.410 -0.91 0.62 -0.18
H 5.632 -3.983 -3.234 -0.44 -0.38 0.57
H 1.906 4.295 -0.544 -0.02 0.49 0.31
H -1.797 4.322 2.747 0.16 -0.14 -0.06
H -4.863 2.793 3.136 0.04 0.25 -0.21
```
Positions in Å, forces in eV/Å.

Here are the Löwdin charges for atoms 1 to 2, given in e: O 0.03; O 0.03